## A
Formula: C4H13N2O
Source: the OMol25 dataset
Level of theory: ωB97M-V with the def2-TZVPD basis set

Geometry as ORCA input:
```
! wB97M-V def2-TZVPD RIJCOSX def2/J DEFGRID3
* xyz 0 2
H 0.576 -0.262 0.291
H -0.663 -0.794 -3.575
N 0.039 -0.424 1.219
H 0.019 -1.595 2.992
H -0.967 1.559 -2.964
H 0.426 -1.797 -2.652
C -0.079 0.916 1.830
C -0.768 1.295 -1.914
H 0.938 1.221 2.040
O 1.266 0.138 -1.221
H -0.710 0.910 2.706
H 1.544 -0.700 2.668
H -0.858 -0.872 0.955
H -0.531 1.655 1.106
H -1.743 1.056 -1.385
H 1.130 -2.190 1.585
N -0.245 -1.021 -2.641
H -0.308 2.146 -1.367
C 0.185 0.097 -1.853
C 0.752 -1.338 2.178
*
```

Properties
orbital gap (alpha / beta): 3.4 / 9.0 eV
LUMO (alpha / beta): 0.651 / 0.474 eV
HOMO (alpha / beta): -2.8 / -8.5 eV

=====

## B
Formula: C4H13N2O
Source: the OMol25 dataset
Level of theory: ωB97M-V with the def2-TZVPD basis set

Geometry as ORCA input:
```
! wB97M-V def2-TZVPD RIJCOSX def2/J DEFGRID3
* xyz 0 2
H 1.435 -2.968 0.844
H -1.401 3.569 -1.003
H -0.270 -2.740 -0.256
H 2.431 -1.061 2.084
H 0.038 2.999 -1.568
N -0.604 2.965 -0.807
C -2.271 1.341 0.048
H 0.429 -1.838 -1.439
C 1.878 -0.785 1.176
H 2.364 -2.367 -0.299
H 2.564 -0.032 0.781
H -0.325 -0.985 -0.343
H -2.731 0.482 -0.460
O -0.169 0.784 -0.888
H -3.016 2.135 0.019
H 1.039 -0.240 1.603
H -2.232 0.941 1.063
C -0.967 1.642 -0.541
C 1.565 -1.998 0.357
N 0.245 -1.846 -0.371
*
```

Properties
orbital gap (alpha / beta): 3.6 / 11.2 eV
LUMO (alpha / beta): 0.646 / 0.522 eV
HOMO (alpha / beta): -3.0 / -10.7 eV

=====

Least stable = A

=====

## A
Formula: C3H10O3
Source: the OMol25 dataset
Level of theory: ωB97M-V with the def2-TZVPD basis set

Geometry as ORCA input:
```
! wB97M-V def2-TZVPD RIJCOSX def2/J DEFGRID3
* xyz 0 1
H -0.686 -0.111 0.285
H -0.082 -1.890 1.275
H -1.065 -0.626 -1.793
O -0.940 -1.588 -1.864
O -1.073 1.898 -1.294
O -0.397 -1.210 1.884
H 2.942 1.160 0.010
H -0.338 0.818 1.856
H -0.824 2.314 -0.460
H 2.038 -0.482 1.572
C 1.916 0.801 -0.102
C 1.410 0.058 0.874
C -0.061 0.026 1.164
H 1.299 1.340 -0.804
H -1.880 -1.789 -1.732
H -2.018 2.062 -1.381
*
```

Properties
orbital gap: 10.0 eV
SMILES string: C=CCO.O.O
LUMO: 0.392 eV
HOMO: -9.6 eV

=====

## B
Formula: C3H10O3
Source: the OMol25 dataset
Level of theory: ωB97M-V with the def2-TZVPD basis set

Geometry as ORCA input:
```
! wB97M-V def2-TZVPD RIJCOSX def2/J DEFGRID3
* xyz 0 1
O 0.330 2.457 0.137
H 0.696 1.686 0.642
C -0.198 -1.095 -0.838
H 0.087 2.922 0.828
H 0.200 -2.326 0.832
H 1.397 -2.353 -0.488
H 0.889 1.546 2.867
H -1.816 0.189 -1.647
C -1.593 -0.495 -0.708
H -0.394 0.709 2.617
H -2.496 -1.086 -0.580
O 0.407 -0.639 -2.007
H -1.519 0.244 0.024
O 0.559 0.707 2.764
H 0.859 0.141 -2.075
C 0.413 -2.055 -0.149
*
```

Properties
orbital gap: 9.5 eV
SMILES string: C=C(C)O.O.O
LUMO: 0.330 eV
HOMO: -9.1 eV

=====

## C
Formula: C3H10O3
Source: the OMol25 dataset
Level of theory: ωB97M-V with the def2-TZVPD basis set

Geometry as ORCA input:
```
! wB97M-V def2-TZVPD RIJCOSX def2/J DEFGRID3
* xyz 0 1
C 2.226 -1.430 1.235
H -3.012 2.846 -4.189
O -0.214 2.162 2.325
H 1.162 -2.996 0.265
H -0.442 -0.481 0.856
H 0.659 1.825 2.096
O -2.923 3.419 -4.960
O 2.341 -0.281 1.586
H 2.999 -2.105 1.622
H -0.260 -1.746 2.015
H -3.230 2.871 -5.696
C 1.106 -1.904 0.366
H -0.382 2.877 1.692
H 1.282 -1.412 -0.593
H -1.041 -2.100 0.426
C -0.270 -1.546 0.954
*
```

Properties
orbital gap: 10.7 eV
SMILES string: CCC=O.O.O
LUMO: 0.740 eV
HOMO: -10.0 eV

=====

Least stable = B